The following is a DFT calculation (the ωB97M-V functional and the def2-TZVPD basis) of C23H19N5O3 in the gas phase.

The geometry in XYZ format:
```
50
Properties=species:S:1:pos:R:3:forces:R:3
N 2.853610 -1.824679 0.857173 0.266 -0.415 0.197
O -2.550803 -8.260854 -2.372641 -0.026 -1.259 -0.300
C 2.200111 -0.893137 0.729209 -0.179 0.615 -0.177
N -3.209264 1.695511 -0.360209 -0.040 -0.196 0.353
N -4.996199 0.180156 -0.741121 -1.165 -0.374 -0.174
O 5.140293 4.763172 2.795325 -0.285 0.849 0.009
O 3.164700 1.766099 0.702214 -1.077 0.575 -0.199
C -2.762281 -7.107332 -2.070015 0.459 -1.193 -0.479
C -4.059020 -6.513752 -2.083434 -1.029 3.024 0.698
C -4.202764 -5.159634 -1.816871 0.867 -1.514 -0.134
C -3.031984 -4.327622 -1.505075 0.075 -0.894 -0.033
C -2.155457 -1.961594 -1.038241 -0.237 0.776 0.388
C -1.782216 -4.944715 -1.442356 -1.745 -1.506 -0.812
C -3.170821 -2.885607 -1.251479 1.933 2.555 0.135
C -4.514966 1.379054 -0.458035 1.059 -0.538 -0.395
C -2.313952 0.706826 -0.457729 0.020 -0.284 0.123
C -4.107597 -0.784130 -0.935419 0.888 -0.110 0.136
C 0.953250 2.554379 -0.047730 0.141 -0.841 0.496
C -0.372131 2.274507 -0.319912 0.082 -0.267 0.065
C 0.010845 0.007889 0.236992 -0.763 -0.039 -0.526
C 1.353942 0.232100 0.436462 0.550 0.727 0.447
C 1.843595 1.550041 0.382816 0.386 0.434 -0.290
C -2.739200 -0.587968 -0.766656 0.904 -2.778 -0.867
C -0.886645 0.988443 -0.187341 0.413 0.292 0.170
N -1.671932 -6.342046 -1.738468 -0.581 3.987 0.768
N -4.308679 -2.113821 -1.274680 -2.467 -0.016 0.434
C 3.698566 4.812075 2.969891 0.570 -1.211 -0.990
C 5.510553 4.636243 1.408988 -1.667 -1.559 0.755
C 3.148052 3.424911 2.545252 -0.538 0.152 -0.211
C 5.062350 3.228456 0.939749 0.167 0.165 -0.468
C 3.536403 3.120523 1.074039 1.283 -0.156 0.853
H -4.952431 -7.093274 -2.309748 0.553 -0.152 0.021
H -5.228578 -4.778141 -1.832275 0.526 0.253 0.005
H -1.118496 -2.218527 -1.151050 0.181 0.169 0.208
H -0.881961 -4.405370 -1.192542 0.087 -0.174 -0.042
H -5.217513 2.185867 -0.298457 -0.067 -0.036 -0.043
H 1.251314 3.568425 -0.133692 0.406 0.615 -0.028
H -1.024920 3.074825 -0.615005 -0.202 0.173 -0.134
H -0.324074 -0.984395 0.425243 -0.335 -0.574 -0.024
H -0.778461 -6.763388 -1.927176 0.142 -0.080 0.239
H -5.243916 -2.480625 -1.254606 -0.132 -0.105 -0.077
H 3.246907 5.567060 2.328403 0.142 0.337 -0.247
H 3.435700 5.090791 3.992963 0.455 -0.307 -0.029
H 5.013170 5.399268 0.839704 -0.493 0.532 -0.441
H 6.551290 4.776761 1.228867 0.902 0.036 0.583
H 2.053417 3.365254 2.610711 0.080 0.276 0.150
H 3.527672 2.662208 3.237239 0.163 0.050 -0.393
H 5.368290 3.083673 -0.116815 -0.188 -0.063 0.497
H 5.546725 2.455594 1.562305 -0.148 0.341 -0.270
H 3.135508 3.880500 0.395235 -0.334 -0.294 0.050
```
Forces are in eV/Å.

Calculated values
SMILES: N#Cc1cc(-c2ncnc3[nH]c(-c4ccc(=O)[nH]c4)cc23)ccc1OC1CCOCC1
total energy: -37751.6489 eV
largest force on an atom: 0.0798 Eh/bohr
orbital gap: 7.64 eV
spin multiplicity: 1
net charge: 0